*w*
Density functional theory data (ωB97M-V/def2-TZVPD) for an isolated molecule of C4H6O.

Output
- SMILES: C=C=COC
- Spin multiplicity: 1
- Net charge: 0
- Highest occupied orbital energy: -9.090 eV

Each line ends with the Mulliken charge.
Geometry (Å):
C  0.7133  -0.3231  -1.8871  -0.659
O  -0.2828  -0.6201  -0.9308  -0.314
C  -0.4998  -0.0176  2.5035  -0.625
C  -0.5109  0.2316  1.2230  0.216
C  -0.5456  0.4163  -0.0724  -0.250
H  1.6252  0.0551  -1.4070  0.315
H  0.3626  0.4151  -2.6225  0.284
H  0.9377  -1.2617  -2.3976  0.218
H  -1.3764  -0.4182  3.0080  0.235
H  0.3908  0.1476  3.1061  0.236
H  -0.8141  1.3750  -0.5231  0.343


*x*
Density functional theory data (ωB97M-V/def2-TZVPD) for an isolated molecule of C4H6O.

Output
- Spin multiplicity: 1
- Net charge: 0
- Highest occupied orbital energy: -9.226 eV

Each line ends with the Mulliken charge.
Geometry (Å):
C  0.6034  0.5784  -1.1026  -0.436
C  0.3673  -0.5846  -0.2011  -0.052
C  -0.1332  -0.2896  1.1921  -0.408
O  -1.1934  0.6533  0.9625  -0.490
C  -0.7467  -0.0056  -1.0641  -0.368
H  1.1162  0.3071  -2.0239  0.257
H  0.7543  1.6094  -0.7884  0.209
H  0.8119  -1.5405  -0.4610  0.364
H  0.6251  0.1693  1.8437  0.244
H  -0.5036  -1.1919  1.6992  0.269
H  -1.6795  0.3466  0.1269  0.411


*y*
Density functional theory data (ωB97M-V/def2-TZVPD) for an isolated molecule of C4H6O.

Output
- SMILES: C/C=C1/CO1
- Spin multiplicity: 1
- Net charge: 0
- Highest occupied orbital energy (alpha / beta): -7.955 / -8.138 eV

Each line ends with the Mulliken charge.
Geometry (Å):
C  0.4762  0.7097  0.3005  -0.031
C  -0.1129  -0.8967  0.5739  -0.271
C  0.2155  2.0864  0.5351  -0.078
C  -0.2440  -1.6242  -0.7551  -0.818
O  0.0870  1.4791  -0.7085  -0.314
H  0.0326  -1.5367  1.4705  0.307
H  -0.7077  2.4017  1.1023  0.245
H  1.2251  2.7196  0.6266  0.192
H  0.4574  -2.3075  -1.0011  0.307
H  -0.2496  -0.7919  -1.5178  0.222
H  -1.1795  -2.2394  -0.6266  0.240


*z*
Density functional theory data (ωB97M-V/def2-TZVPD) for an isolated molecule of C4H6O.

Output
- SMILES: O=CC1CC1
- Spin multiplicity: 1
- Net charge: 0
- Highest occupied orbital energy: -9.643 eV

Each line ends with the Mulliken charge.
Geometry (Å):
O  2.6634  -0.0982  0.2287  -0.516
C  1.5334  -0.2137  -0.1955  -0.074
C  0.3052  -0.1563  0.6000  0.020
C  -0.6813  0.7784  -0.3128  -0.642
C  -1.0561  -0.5693  0.1425  -0.359
H  1.2770  -0.1879  -1.2673  0.241
H  0.4698  -0.1978  1.6973  0.343
H  -1.0181  1.7074  0.1293  0.256
H  -0.5846  0.8792  -1.4177  0.256
H  -1.7497  -0.5685  0.9707  0.244
H  -1.1590  -1.3733  -0.5753  0.232


Most stable of them? *z*.


*w*
Density functional theory data (ωB97M-V/def2-TZVPD) for an isolated molecule of C4H6O.

Output
- Spin multiplicity: 1
- Net charge: 0
- Highest occupied orbital energy: -8.459 eV

Each line ends with the Mulliken charge.
Geometry (Å):
O  -0.5784  0.6518  -1.4071  -0.246
C  0.6894  0.9832  -1.4607  -0.320
C  -0.6966  0.0256  -0.1241  -0.092
C  0.0368  -1.1814  0.2913  -0.412
C  0.2697  0.1096  1.0430  -0.531
H  0.6146  1.9943  -1.8771  0.171
H  -1.7256  0.1908  0.1225  0.373
H  -0.5592  -1.9658  0.7333  0.258
H  0.8653  -1.4972  -0.3354  0.257
H  -0.1917  0.2318  2.0223  0.239
H  1.2551  0.5618  0.9507  0.304


*x*
Density functional theory data (ωB97M-V/def2-TZVPD) for a structure of composition C4H6O.

Output
- Spin multiplicity: 1
- Net charge: 0
- Highest occupied orbital energy: -8.905 eV

Each line ends with the Mulliken charge.
Geometry (Å):
O  -2.0095  -0.0004  0.5445  -0.546
C  -0.9103  0.0145  0.0510  0.435
C  0.0036  1.1898  -0.2161  -0.364
C  1.2715  0.5037  0.3073  -0.582
C  -0.0493  -1.2012  -0.2068  -0.643
H  0.0738  1.4455  -1.2790  0.246
H  -0.2974  2.0700  0.3598  0.301
H  1.1129  0.3581  1.3948  0.210
H  1.1017  -0.8482  -0.1002  0.285
H  -0.2714  -2.0701  0.4165  0.330
H  -0.0255  -1.4616  -1.2717  0.328


Most stable of them? *x*.


*w*
Density functional theory data (ωB97M-V/def2-TZVPD) for an isolated molecule of C4H6O4.

Output
- SMILES: OC1=C[C@H](O)C1(O)O
- Spin multiplicity: 1
- Net charge: 0
- Highest occupied orbital energy: -9.397 eV

Each line ends with the Mulliken charge.
Geometry (Å):
C  0.5429  1.3761  -0.0960  -0.689
C  0.6530  0.2798  -0.8393  -0.051
C  -0.6110  0.6586  0.8462  -0.465
C  -0.3826  -0.5594  -0.1153  1.252
O  1.3604  -0.0939  -1.9217  -0.514
O  -0.3090  0.4530  2.1749  -0.552
O  0.1796  -1.6700  0.5194  -0.608
O  -1.5255  -0.8951  -0.8317  -0.582
H  0.9825  2.3509  -0.0575  0.406
H  -1.5874  1.1255  0.7759  0.394
H  1.9923  0.5962  -2.1596  0.342
H  0.4708  -0.1192  2.2198  0.358
H  -0.4955  -2.0742  1.0810  0.354
H  -1.2704  -1.4284  -1.5960  0.353


*x*
Density functional theory data (ωB97M-V/def2-TZVPD) for an isolated molecule of C4H6O4.

Output
- SMILES: O=C(O)CCC(=O)O
- Spin multiplicity: 1
- Net charge: 0
- Highest occupied orbital energy: -10.618 eV

Each line ends with the Mulliken charge.
Geometry (Å):
O  1.6063  -0.4853  -1.6979  -0.542
C  1.4504  -0.9553  -0.6115  0.428
O  2.1501  -1.9601  -0.0864  -0.450
C  0.3145  -0.5035  0.2926  -0.588
C  -0.0734  1.0198  0.3330  -0.545
C  -1.5022  1.3735  0.0761  0.542
O  -2.3187  0.2758  -0.3034  -0.490
O  -2.0195  2.4284  0.4842  -0.564
H  2.7773  -2.2439  -0.8309  0.364
H  0.3820  -0.9762  1.3041  0.435
H  -0.4867  -1.3032  0.1690  0.340
H  0.5749  1.3732  -0.3919  0.342
H  0.4497  1.5646  1.2301  0.378
H  -3.3047  0.3923  0.0328  0.351


Most stable of them? *x*.


*w*
Density functional theory data (ωB97M-V/def2-TZVPD) for an isolated molecule of C4H6O4.

Output
- SMILES: O=C(O)[C@@H]1OC[C@@H]1O
- Spin multiplicity: 1
- Net charge: 0
- Highest occupied orbital energy: -10.620 eV

Each line ends with the Mulliken charge.
Geometry (Å):
C  0.0296  -0.2604  1.0509  0.123
C  0.9881  0.9265  0.8905  -0.475
C  -0.7758  0.3254  -0.1500  0.293
C  -0.8736  -0.5628  -1.3610  0.201
H  0.1383  -2.0841  0.3545  0.349
H  -0.5606  -0.2900  2.0125  0.276
H  0.8789  1.6291  1.7485  0.249
H  2.0446  0.5996  0.6554  0.301
H  -1.6982  0.7189  0.1268  0.424
H  0.3474  0.7812  -2.0256  0.405
O  0.6998  -1.4862  0.8336  -0.553
O  0.2242  1.3647  -0.3158  -0.564
O  -0.0600  -0.0641  -2.3634  -0.524
O  -1.3826  -1.5977  -1.4570  -0.505


*x*
Density functional theory data (ωB97M-V/def2-TZVPD) for an isolated molecule of C4H6O4.

Output
- SMILES: O=CC1OCOCO1
- Spin multiplicity: 1
- Net charge: 0
- Highest occupied orbital energy: -9.462 eV

Each line ends with the Mulliken charge.
Geometry (Å):
C  -1.7976  -0.3581  -0.3473  0.127
C  -0.7752  -0.1810  0.8377  0.240
C  1.0872  -0.9272  -0.3373  -0.267
C  0.8516  1.3472  -0.0587  -0.180
H  -1.3745  -1.0868  -1.0689  0.238
H  -1.3100  -0.3394  1.7418  0.376
H  2.0480  -0.9268  0.1815  0.312
H  0.8365  -1.7738  -1.0043  0.324
H  1.8031  1.3455  0.4727  0.293
H  0.6558  2.2473  -0.5860  0.255
O  -2.7786  0.3371  -0.4645  -0.470
O  0.1668  -1.1459  0.7573  -0.444
O  0.8237  0.3165  -1.0101  -0.356
O  -0.2369  1.1454  0.8859  -0.449


*y*
Density functional theory data (ωB97M-V/def2-TZVPD) for an isolated molecule of C4H6O4.

Output
- SMILES: O=C(O)CCC(=O)O
- Spin multiplicity: 1
- Net charge: 0
- Highest occupied orbital energy: -10.046 eV

Each line ends with the Mulliken charge.
Geometry (Å):
C  0.3910  -1.3890  0.2717  -0.571
C  -0.2566  -0.8154  -0.9128  -0.476
C  0.4769  -0.0652  1.1785  0.647
C  -0.4150  0.9571  -0.6988  0.530
O  -0.6432  0.0212  1.9363  -0.448
O  0.5687  1.5365  -1.4076  -0.428
O  -1.3943  1.5778  -0.3370  -0.581
O  1.5229  0.5224  1.3879  -0.574
H  -0.7858  0.9830  2.0598  0.385
H  0.3071  2.4705  -1.5314  0.345
H  1.4125  -1.7273  0.1011  0.282
H  -0.2196  -2.1106  0.8150  0.281
H  0.3365  -0.8596  -1.8256  0.298
H  -1.3011  -1.1014  -1.0370  0.310


Most stable of them? *y*.


*w*
Density functional theory data (ωB97M-V/def2-TZVPD) for a cluster of 2 separate species, C3H7O3 in total.

Output
- Spin multiplicity: 1
- Net charge: -1
- Highest occupied orbital energy: -4.162 eV

Each line ends with the Mulliken charge.
Geometry (Å):
C  2.2748  -1.7868  0.4110  -0.403
O  2.2740  -0.6506  -0.4226  -0.524
H  1.3159  -0.4081  -0.6340  0.338
H  1.7309  -2.6318  -0.2541  0.166
H  3.3201  -1.8719  0.6441  0.218
H  1.6124  -1.4862  1.3620  0.184
C  -0.8121  1.8536  -0.5631  -0.745
C  -1.3339  0.5504  0.0830  0.554
O  -0.8143  -0.4963  -0.2862  -0.725
O  -2.2780  0.6624  0.8655  -0.731
H  -1.7112  2.2061  -1.1388  0.187
H  0.1682  1.8285  -1.0856  0.247
H  -0.6634  2.5373  0.2677  0.233


*x*
Density functional theory data (ωB97M-V/def2-TZVPD) for a cluster of 2 separate species, C3H7O3 in total.

Output
- Spin multiplicity: 1
- Net charge: -1
- Highest occupied orbital energy: -4.067 eV

Each line ends with the Mulliken charge.
Geometry (Å):
C  1.3111  0.7573  -1.8415  -0.863
C  0.0286  0.1568  -1.0883  0.535
O  0.1910  -0.6420  -0.1692  -0.735
O  -0.9787  0.7324  -1.4785  -0.682
H  2.0473  1.0739  -1.1991  0.284
H  0.8635  1.6567  -2.5078  0.214
H  1.7295  -0.0882  -2.4157  0.207
C  -1.2202  -0.3229  1.8376  -0.325
O  -0.1137  -1.2447  2.2130  -0.586
H  0.5685  -1.3928  1.5159  0.410
H  -1.7126  -1.0138  1.0802  0.166
H  -1.8026  -0.2746  2.7307  0.273
H  -0.9118  0.6020  1.3228  0.102


*y*
Density functional theory data (ωB97M-V/def2-TZVPD) for a cluster of 2 separate species, C3H7O3 in total.

Output
- Spin multiplicity: 1
- Net charge: -1
- Highest occupied orbital energy: -4.019 eV

Each line ends with the Mulliken charge.
Geometry (Å):
C  1.2882  1.2606  0.0277  -0.929
C  0.6504  0.7443  -1.3248  0.603
O  -0.3066  1.3968  -1.7805  -0.730
O  1.2296  -0.2712  -1.7740  -0.716
H  1.7842  0.4109  0.4927  0.261
H  0.5252  1.6417  0.6874  0.239
H  1.9552  2.0859  -0.2232  0.298
C  -0.9505  -1.4549  0.5494  -0.411
O  -2.1748  -0.9897  1.1060  -0.556
H  -2.2622  -0.0585  0.8795  0.318
H  -0.8392  -1.3942  -0.5343  0.247
H  -0.7875  -2.4728  0.9177  0.287
H  -0.1121  -0.8988  0.9766  0.087


Most stable of them? *y*.